[1]
Here is C32H28F6N6O5P2S2SeV as an isolated structure from OMol25. Energies are from ωB97M-V/def2-TZVPD.

Each line ends with the Löwdin spin population.
Element x y z (Å)
V1 -1.17 -0.32 -1.48  2.713
N1 0.10 0.28 1.88  0.003
P1 1.52 -0.57 1.41  0.004
C1 2.38 -0.52 3.01  0.001
C2 2.78 0.67 3.63  0.000
C3 3.41 0.65 4.86  0.000
C4 3.65 -0.57 5.49  0.000
C5 3.27 -1.75 4.88  0.000
C6 2.64 -1.73 3.65  0.000
C7 2.48 0.70 0.50  0.001
C8 2.01 1.98 0.20  0.001
C9 2.77 2.86 -0.55  0.000
C10 4.01 2.47 -1.03  0.000
C11 4.49 1.20 -0.75  0.000
C12 3.73 0.32 0.00  0.000
P2 -1.20 0.61 0.82  0.038
C13 -1.49 2.38 1.18  0.003
C14 -1.63 3.32 0.16  0.000
C15 -1.85 4.66 0.45  0.000
C16 -1.92 5.08 1.77  0.000
C17 -1.79 4.15 2.79  0.000
C18 -1.59 2.81 2.50  0.000
C19 -2.65 -0.11 1.65  0.005
C20 -3.92 0.27 1.21  0.002
C21 -5.05 -0.33 1.75  0.000
C22 -4.91 -1.32 2.72  0.001
C23 -3.64 -1.70 3.15  0.000
C24 -2.52 -1.10 2.61  0.001
H1 0.28 1.06 2.51  0.000
H2 2.62 1.62 3.13  0.000
H3 3.71 1.57 5.33  0.000
H4 4.15 -0.59 6.45  0.000
H5 3.47 -2.70 5.37  0.000
H6 2.34 -2.65 3.17  0.000
H7 1.03 2.30 0.56  0.000
H8 2.39 3.85 -0.76  0.000
H9 4.60 3.16 -1.62  0.000
H10 5.46 0.89 -1.12  0.000
H11 4.11 -0.67 0.22  0.000
H12 -1.61 2.99 -0.87  0.000
H13 -1.98 5.37 -0.36  0.000
H14 -2.09 6.12 2.00  0.000
H15 -1.87 4.46 3.83  0.000
H16 -1.53 2.09 3.32  0.000
H17 -4.05 1.02 0.44  0.000
H18 -6.03 -0.04 1.41  0.000
H19 -5.78 -1.80 3.13  0.000
H20 -3.53 -2.49 3.88  0.000
H21 -1.53 -1.40 2.93  0.000
F1 0.60 -4.85 -1.88  0.000
C25 0.24 -4.68 -0.61  0.001
F2 0.08 -5.88 -0.06  0.000
F3 1.19 -4.03 0.05  0.000
S1 -1.37 -3.71 -0.43  0.003
O1 -1.04 -2.41 0.10  0.016
O2 -2.21 -4.56 0.35  0.001
N2 -1.84 -3.62 -1.96  0.002
S2 -2.49 -2.33 -2.51  0.006
O3 -1.63 -1.52 -3.40  0.013
O4 -3.11 -1.48 -1.49  0.024
C26 -3.85 -3.00 -3.54  0.000
F4 -3.38 -3.91 -4.38  0.000
F5 -4.41 -2.02 -4.23  0.000
F6 -4.76 -3.55 -2.75  0.000
C27 2.81 -2.50 -3.65  0.000
N3 2.26 -1.15 -3.50  0.000
C28 2.70 -0.09 -4.21  0.009
C29 2.15 1.13 -4.09  -0.002
C30 1.06 1.26 -3.17  0.012
N4 0.65 0.24 -2.43  0.011
C31 1.23 -1.00 -2.59  0.010
O5 0.84 -1.94 -1.92  0.016
N5 0.44 2.44 -3.03  0.008
H22 3.60 -2.46 -4.40  0.000
H23 2.02 -3.18 -3.97  0.000
H24 3.20 -2.85 -2.70  0.000
H25 3.51 -0.29 -4.90  0.001
H26 2.50 1.97 -4.67  0.000
H27 0.59 3.15 -3.72  0.000
H28 -0.48 2.42 -2.60  0.001
Se1 -4.03 2.81 -3.92  0.048
C32 -2.93 1.81 -2.92  0.044
N6 -2.18 1.22 -2.24  0.001

LUMO energy (alpha / beta) in eV: 0.013 / -0.153
Spin multiplicity: 4
HOMO (alpha / beta) in eV: -7.43 / -7.77
Gap between HOMO and LUMO (alpha / beta) in eV: 7.4436 / 7.6161
Calculated total energy in eV: -200406.6814

***

[2]
Here is an isolated ion of composition C32H28N and charge +1 at a distorted geometry from OMol25. Energies are from ωB97M-V/def2-TZVPD.

Each line ends with the natural charge from an NBO analysis.
Element x y z (Å)
C1 -4.39 -0.86 2.41  -0.209
C2 -3.92 0.29 1.76  -0.209
C3 -2.58 0.37 1.38  -0.253
C4 -1.70 -0.70 1.63  0.084
C5 -0.32 -0.70 0.94  -0.183
C6 -0.41 -0.75 -0.58  -0.261
C7 -1.84 -1.03 -1.17  -0.431
C8 -2.25 0.26 -1.79  0.068
C9 -3.52 0.66 -2.18  -0.214
C10 -3.66 1.88 -2.85  -0.122
C11 -2.53 2.65 -3.16  -0.224
C12 -1.26 2.27 -2.75  -0.155
C13 -1.12 1.10 -1.99  -0.127
C14 0.03 0.48 -1.38  0.481
N1 1.29 0.74 -1.71  -0.295
C15 1.67 1.88 -2.54  -0.230
C16 3.18 1.81 -2.71  -0.415
C17 3.59 0.39 -2.30  -0.408
C18 2.39 -0.24 -1.58  -0.237
C19 0.58 -1.90 1.34  -0.007
C20 0.30 -3.26 1.35  -0.222
C21 1.33 -4.15 1.74  -0.198
C22 2.62 -3.68 2.03  -0.198
C23 2.90 -2.32 1.99  -0.207
C24 1.87 -1.44 1.67  0.004
C25 1.85 0.02 1.74  -0.103
C26 2.88 0.87 2.12  -0.201
C27 2.57 2.21 2.32  -0.199
C28 1.24 2.65 2.21  -0.206
C29 0.21 1.77 1.82  -0.236
C30 0.54 0.48 1.46  0.087
C31 -2.14 -1.74 2.45  -0.234
C32 -3.49 -1.85 2.78  -0.197
H1 -5.45 -0.94 2.66  0.228
H2 -4.60 1.11 1.51  0.224
H3 -2.23 1.25 0.84  0.209
H4 0.22 -1.58 -0.95  0.259
H5 -1.72 -1.82 -1.93  0.241
H6 -2.56 -1.42 -0.46  0.258
H7 -4.37 0.01 -1.96  0.239
H8 -4.65 2.24 -3.12  0.236
H9 -2.64 3.57 -3.74  0.237
H10 -0.39 2.85 -3.06  0.225
H11 1.33 2.83 -2.11  0.231
H12 1.20 1.76 -3.53  0.215
H13 3.65 2.56 -2.06  0.227
H14 3.45 2.03 -3.75  0.236
H15 3.83 -0.21 -3.18  0.226
H16 4.46 0.40 -1.64  0.236
H17 2.10 -1.19 -2.05  0.218
H18 2.61 -0.46 -0.53  0.249
H19 -0.69 -3.63 1.10  0.227
H20 1.11 -5.22 1.81  0.228
H21 3.41 -4.38 2.31  0.229
H22 3.89 -1.90 2.19  0.220
H23 3.88 0.47 2.24  0.222
H24 3.35 2.91 2.61  0.227
H25 0.99 3.69 2.42  0.227
H26 -0.82 2.11 1.82  0.226
H27 -1.43 -2.48 2.82  0.231
H28 -3.83 -2.73 3.32  0.228

Total charge: +1
LUMO energy in eV: -3.979
HOMO in eV: -10.84
Gap between HOMO and LUMO in eV: 6.8622
SMILES: c1ccc(C2([C@H]3Cc4ccccc4C3=[N+]3CCCC3)c3ccccc3-c3ccccc32)cc1
Calculated total energy in eV: -35123.0755

***

[3]
Here is C32H29As3O6SSe4W as an isolated structure at a distorted geometry from OMol25. Energies are from ωB97M-V/def2-TZVPD.

Each line ends with the Löwdin charge.
Element x y z (Å)
W1 -1.30 -0.52 -0.79  0.894
C1 1.47 1.51 0.76  -0.371
C2 0.52 1.33 1.94  -0.369
As1 -0.65 -0.23 1.88  1.150
C3 0.44 -1.68 2.54  -0.430
C4 1.79 -1.48 2.81  -0.111
C5 2.57 -2.52 3.28  -0.048
C6 2.00 -3.77 3.51  -0.041
C7 0.64 -3.97 3.27  -0.046
C8 -0.14 -2.93 2.79  -0.155
C9 -1.80 0.17 3.39  -0.370
C10 -1.33 -0.23 4.64  -0.087
C11 -2.04 0.10 5.78  -0.048
C12 -3.22 0.83 5.69  -0.046
C13 -3.68 1.24 4.44  -0.054
C14 -2.97 0.92 3.29  -0.134
As2 1.49 0.06 -0.54  1.261
C15 2.14 0.83 -2.17  -0.393
C16 2.04 0.07 -3.34  -0.111
C17 2.60 0.54 -4.51  -0.047
C18 3.27 1.76 -4.52  -0.044
C19 3.38 2.51 -3.36  -0.049
C20 2.81 2.05 -2.17  -0.097
C21 2.99 -1.10 -0.11  -0.368
C22 4.08 -0.53 0.54  -0.109
C23 5.22 -1.29 0.78  -0.053
C24 5.28 -2.61 0.36  -0.048
C25 4.22 -3.16 -0.33  -0.048
C26 3.08 -2.41 -0.58  -0.143
H1 2.49 1.68 1.10  0.071
H2 1.19 2.38 0.17  0.066
H3 -0.17 2.17 2.01  0.085
H4 1.04 1.28 2.90  0.086
H5 2.24 -0.51 2.66  0.088
H6 3.62 -2.36 3.48  0.118
H7 2.61 -4.58 3.88  0.119
H8 0.19 -4.93 3.47  0.120
H9 -1.20 -3.09 2.64  0.057
H10 -0.42 -0.81 4.73  0.103
H11 -1.67 -0.21 6.75  0.119
H12 -3.77 1.08 6.58  0.120
H13 -4.58 1.82 4.36  0.117
H14 -3.32 1.28 2.35  0.033
H15 1.51 -0.88 -3.33  0.105
H16 2.52 -0.04 -5.42  0.118
H17 3.71 2.13 -5.44  0.118
H18 3.90 3.45 -3.36  0.119
H19 2.91 2.64 -1.27  0.106
H20 4.07 0.50 0.85  0.097
H21 6.06 -0.83 1.29  0.119
H22 6.17 -3.19 0.55  0.120
H23 4.28 -4.18 -0.70  0.119
H24 2.29 -2.86 -1.17  0.015
O1 -2.34 -0.70 -4.78  -0.186
As3 -3.38 -0.61 -3.40  0.932
O2 -4.78 -1.40 -3.47  -0.370
O3 -2.32 -1.31 -2.17  -0.808
C27 -3.60 1.29 -3.08  -0.264
C28 -4.88 1.69 -3.44  -0.057
C29 -5.24 3.03 -3.43  -0.007
C30 -4.32 4.00 -3.07  -0.015
C31 -3.04 3.63 -2.69  -0.022
C32 -2.69 2.29 -2.69  -0.285
S1 -1.10 1.93 -2.06  0.594
O4 -1.22 1.59 -0.57  -0.531
O5 -0.19 2.98 -2.33  -0.174
O6 -0.78 0.53 -2.53  -0.464
H25 -2.64 -1.38 -5.40  0.083
H26 -5.60 0.93 -3.74  0.116
H27 -6.24 3.31 -3.73  0.130
H28 -4.59 5.05 -3.09  0.129
H29 -2.31 4.38 -2.40  0.130
Se1 -3.65 -0.07 0.02  0.407
Se2 -3.16 -2.13 0.93  0.211
Se3 -2.28 -3.75 -0.54  0.314
Se4 -0.19 -2.72 -0.68  0.319

Total charge: +2
LUMO energy in eV: -7.833
HOMO in eV: -14.08
Gap between HOMO and LUMO in eV: 6.2479
Calculated total energy in eV: -502487.0909

***

[4]
Here is C32H29AsCrIN3O3S as an isolated structure from OMol25. Energies are from ωB97M-V/def2-TZVPD.

Each line ends with the Löwdin spin population.
Element x y z (Å)
Cr1 -1.56 0.30 0.76  1.028
O1 0.24 0.04 7.48  0.000
C1 -1.11 -0.13 7.11  -0.001
C2 -1.23 -0.04 5.61  -0.003
C3 -2.43 -0.34 4.97  0.001
C4 -2.51 -0.23 3.60  -0.002
N1 -1.48 0.15 2.85  0.000
C5 -0.31 0.42 3.45  -0.003
C6 -0.15 0.34 4.83  0.000
C7 0.77 0.81 2.53  0.000
C8 2.09 0.99 2.90  0.000
C9 3.02 1.41 1.96  -0.001
C10 4.45 1.65 2.36  0.000
O2 4.58 2.85 3.10  0.000
C11 2.58 1.65 0.66  0.000
C12 1.25 1.43 0.35  -0.002
N2 0.37 1.00 1.26  -0.002
H1 0.31 0.01 8.44  0.000
H2 -1.75 0.65 7.55  0.000
H3 -1.50 -1.10 7.43  0.000
H4 -3.30 -0.65 5.54  0.000
H5 -3.42 -0.46 3.07  0.000
H6 0.79 0.57 5.30  0.000
H7 2.40 0.82 3.92  0.000
H8 5.10 1.64 1.48  0.000
H9 4.78 0.86 3.03  0.000
H10 4.37 3.60 2.53  0.000
H11 3.25 2.00 -0.11  0.000
H12 0.86 1.61 -0.64  0.000
S1 -3.57 -3.88 0.39  0.014
C13 -3.00 -2.41 0.59  0.009
N3 -2.59 -1.32 0.75  -0.006
O3 -1.40 0.42 -1.16  0.024
As1 -0.51 -0.27 -2.39  0.003
C14 0.05 1.15 -3.55  0.000
C15 -0.03 2.46 -3.09  0.000
C16 0.37 3.49 -3.93  0.000
C17 0.84 3.21 -5.20  0.000
C18 0.90 1.90 -5.66  0.000
C19 0.50 0.86 -4.83  0.000
C20 -1.56 -1.53 -3.35  0.000
C21 -2.74 -1.08 -3.94  0.000
C22 -3.54 -1.99 -4.61  0.000
C23 -3.16 -3.32 -4.71  0.000
C24 -1.97 -3.75 -4.12  0.000
C25 -1.17 -2.86 -3.44  0.000
C26 1.02 -1.12 -1.62  0.001
C27 2.29 -0.95 -2.14  0.000
C28 3.38 -1.54 -1.51  0.000
C29 3.19 -2.30 -0.37  0.000
C30 1.91 -2.49 0.15  0.000
C31 0.82 -1.90 -0.48  0.000
H13 -0.44 2.67 -2.11  0.000
H14 0.31 4.52 -3.59  0.000
H15 1.15 4.02 -5.85  0.000
H16 1.25 1.69 -6.66  0.000
H17 0.52 -0.16 -5.20  0.000
H18 -3.04 -0.04 -3.86  0.000
H19 -4.47 -1.66 -5.07  0.000
H20 -3.79 -4.02 -5.23  0.000
H21 -1.68 -4.79 -4.19  0.000
H22 -0.25 -3.20 -2.98  0.000
H23 2.45 -0.34 -3.03  0.000
H24 4.37 -1.41 -1.92  0.000
H25 4.04 -2.76 0.12  0.000
H26 1.76 -3.09 1.03  0.000
H27 -0.18 -2.06 -0.08  0.000
I1 -2.10 3.44 0.86  -0.009
C32 -3.07 1.55 0.90  -0.049
H28 -3.69 1.50 0.00  -0.001
H29 -3.69 1.51 1.79  0.000

Total charge: +1
LUMO energy (alpha / beta) in eV: -3.259 / -3.185
Spin multiplicity: 2
HOMO (alpha / beta) in eV: -10.36 / -10.12
Gap between HOMO and LUMO (alpha / beta) in eV: 7.1001 / 6.9340
Calculated total energy in eV: -152458.1509

***

[5]
Here is C32H29BrLiN3O5S2 as an isolated structure from OMol25. Energies are from ωB97M-V/def2-TZVPD.

Each line ends with the Löwdin charge.
Element x y z (Å)
Li1 0.08 -0.29 0.23  0.597
C1 -1.59 -0.79 2.78  -0.073
O1 -1.25 0.29 1.95  -0.225
C2 -0.58 1.30 2.65  -0.173
C3 0.07 2.24 1.64  -0.172
O2 0.95 1.46 0.88  -0.200
C4 1.63 2.12 -0.15  -0.169
C5 2.80 1.23 -0.53  -0.200
O3 2.27 0.03 -1.03  -0.200
C6 3.22 -1.00 -1.14  -0.086
H1 -2.42 -0.53 3.45  0.101
H2 -0.73 -1.11 3.37  0.096
H3 -1.90 -1.62 2.14  0.086
H4 0.20 0.86 3.28  0.127
H5 -1.29 1.85 3.29  0.141
H6 0.59 3.06 2.16  0.145
H7 -0.70 2.69 1.00  0.095
H8 2.00 3.11 0.18  0.140
H9 0.99 2.24 -1.03  0.116
H10 3.42 1.04 0.36  0.132
H11 3.43 1.73 -1.29  0.136
H12 3.99 -0.74 -1.88  0.093
H13 2.68 -1.88 -1.46  0.097
H14 3.71 -1.19 -0.18  0.093
S1 -1.16 5.61 -0.38  1.049
C7 -1.84 7.16 -0.09  -0.408
C8 -3.20 7.11 -0.02  -0.183
C9 -3.71 5.82 -0.21  -0.118
C10 -2.74 4.87 -0.42  -0.468
C11 -2.86 3.44 -0.56  -0.209
C12 -1.77 2.65 -1.00  -0.134
N1 -1.74 1.35 -1.00  0.148
C13 -2.82 0.68 -0.59  -0.157
C14 -4.02 1.35 -0.24  -0.129
C15 -5.17 0.61 0.14  -0.023
C16 -5.13 -0.74 0.21  -0.017
C17 -3.94 -1.45 -0.09  -0.139
C18 -3.87 -2.84 0.03  0.050
C19 -2.69 -3.50 -0.27  -0.188
C20 -1.59 -2.70 -0.68  -0.078
N2 -1.63 -1.40 -0.79  0.110
C21 -2.78 -0.76 -0.51  -0.171
C22 -2.59 -4.94 -0.14  -0.473
C23 -3.61 -5.86 -0.05  -0.127
C24 -3.14 -7.17 0.12  -0.190
C25 -1.78 -7.24 0.16  -0.403
S2 -1.04 -5.71 -0.01  1.097
C26 -4.01 2.75 -0.20  0.058
H15 -1.19 8.00 0.00  0.061
H16 -3.81 7.98 0.16  0.103
H17 -4.76 5.60 -0.21  0.109
H18 -0.88 3.16 -1.36  0.086
H19 -6.08 1.15 0.37  0.114
H20 -6.00 -1.30 0.52  0.116
H21 -4.73 -3.39 0.39  0.122
H22 -0.64 -3.17 -0.90  0.105
H23 -4.65 -5.62 -0.13  0.105
H24 -3.79 -8.03 0.22  0.100
H25 -1.17 -8.11 0.28  0.061
H26 -4.88 3.28 0.14  0.123
Br1 4.39 -3.68 5.97  0.704
C27 3.64 -2.53 4.65  -0.652
C28 3.93 -1.17 4.69  -0.206
N3 3.43 -0.33 3.80  0.069
C29 2.62 -0.80 2.87  -0.102
C30 2.27 -2.14 2.75  -0.094
C31 2.80 -3.04 3.67  -0.048
C32 1.32 -2.62 1.64  -0.642
O4 1.17 -3.82 1.48  0.001
O5 0.75 -1.69 1.01  -0.135
H27 4.57 -0.75 5.45  0.098
H28 2.23 -0.09 2.16  0.090
H29 2.55 -4.08 3.60  0.116

LUMO energy in eV: -0.585
HOMO in eV: -7.96
Gap between HOMO and LUMO in eV: 7.3759
Calculated total energy in eV: -140282.7291

***

[6]
Here is C32H29BrMoN3OP as an isolated structure from OMol25. Energies are from ωB97M-V/def2-TZVPD.

Each line ends with the natural charge from an NBO analysis.
Element x y z (Å)
Mo1 -0.20 -0.26 -0.02  1.135
C1 -2.18 -0.66 3.86  -0.689
C2 -1.44 -0.21 2.65  0.300
N1 -0.90 -1.01 1.80  -0.269
N2 -0.82 -2.36 1.99  -0.391
C3 0.19 -2.78 1.26  0.589
O1 0.87 -1.94 0.53  -0.679
C4 0.58 -4.19 1.28  -0.109
C5 -0.14 -5.12 2.02  -0.156
C6 0.24 -6.45 2.02  -0.211
C7 1.35 -6.85 1.27  -0.147
C8 2.07 -5.92 0.53  -0.213
C9 1.69 -4.59 0.53  -0.164
C10 -1.13 1.21 2.40  0.152
C11 -1.52 2.24 3.24  -0.201
C12 -1.04 3.52 3.00  -0.104
C13 -0.20 3.73 1.92  -0.219
C14 0.11 2.67 1.09  0.080
N3 -0.34 1.43 1.32  -0.466
H1 -2.09 -1.74 3.98  0.283
H2 -1.79 -0.17 4.75  0.256
H3 -3.24 -0.40 3.78  0.259
H4 -1.00 -4.79 2.60  0.232
H5 -0.31 -7.17 2.59  0.234
H6 1.64 -7.89 1.28  0.234
H7 2.93 -6.24 -0.04  0.232
H8 2.25 -3.86 -0.04  0.227
H9 -2.16 2.03 4.08  0.257
H10 -1.32 4.33 3.65  0.258
H11 0.21 4.71 1.71  0.259
H12 0.74 2.79 0.22  0.234
Br1 -0.51 -1.88 -2.15  0.286
C15 1.01 -1.09 -3.02  -0.064
C16 1.21 -1.41 -4.32  -0.209
C17 2.33 -0.86 -4.98  -0.178
C18 3.18 -0.04 -4.31  -0.152
C19 2.97 0.28 -2.94  -0.072
C20 3.88 1.10 -2.24  -0.110
C21 3.70 1.39 -0.92  -0.213
C22 2.57 0.89 -0.24  -0.175
C23 1.62 0.15 -0.90  -0.261
C24 1.84 -0.24 -2.26  -0.023
H13 0.54 -2.08 -4.85  0.250
H14 2.51 -1.10 -6.02  0.246
H15 4.05 0.38 -4.81  0.240
H16 4.75 1.48 -2.77  0.239
H17 4.43 1.99 -0.38  0.244
H18 2.47 1.10 0.82  0.224
C25 -2.52 2.73 -0.73  -0.936
P1 -2.10 1.03 -1.22  0.991
C26 -3.64 0.10 -0.99  -0.948
C27 -1.75 1.13 -2.99  -0.302
C28 -0.61 1.85 -3.37  -0.235
C29 -0.28 1.97 -4.71  -0.187
C30 -1.09 1.37 -5.67  -0.171
C31 -2.22 0.65 -5.30  -0.193
C32 -2.55 0.54 -3.95  -0.210
H19 -1.68 3.40 -0.90  0.256
H20 -2.81 2.77 0.32  0.248
H21 -3.36 3.07 -1.35  0.271
H22 -4.45 0.57 -1.55  0.270
H23 -3.90 0.10 0.07  0.259
H24 -3.53 -0.93 -1.32  0.262
H25 0.03 2.31 -2.63  0.212
H26 0.59 2.53 -5.01  0.235
H27 -0.84 1.46 -6.72  0.240
H28 -2.85 0.20 -6.05  0.241
H29 -3.44 -0.02 -3.68  0.224

Total charge: +2
LUMO energy (alpha / beta) in eV: -7.661 / -7.467
Spin multiplicity: 3
HOMO (alpha / beta) in eV: -13.61 / -13.58
Gap between HOMO and LUMO (alpha / beta) in eV: 5.9473 / 6.1134
Calculated total energy in eV: -121345.8737